Record 1
Computed, not measured: a molecular structure, C2H3OP in a non-equilibrium geometry, with ωB97M-V with the def2-TZVPD basis set.

Geometry as ORCA input:
```
! wB97M-V def2-TZVPD RIJCOSX def2/J DEFGRID3
* xyz 0 1
H 0.31587 1.69269 0.20258
P 2.41621 0.32306 -0.03372
H -0.33134 -1.07395 0.73563
H -0.05574 -0.88975 -0.99394
C 0.27039 -0.56544 -0.06351
C 0.82092 0.83686 0.05973
O 1.54435 -1.16492 0.06486
*
```

Computed properties:
Energy above the lowest of the compared OMol25 structures with the same formula, charge and spin: 25.1 kcal per mole
LUMO level: 0.30 eV
Orbital gap: 9.368 eV

***

Record 2
Computed, not measured: 4 unconnected molecules or ions with the total composition C3H13NO3 in a non-equilibrium geometry, with ωB97M-V with the def2-TZVPD basis set.

Geometry as ORCA input:
```
! wB97M-V def2-TZVPD RIJCOSX def2/J DEFGRID3
* xyz -1 2
H -0.75582 -0.14041 2.62012
H 0.00464 0.10788 -4.70063
H -2.56347 0.46022 -1.29135
C 1.36405 -1.54642 0.70042
H 2.16144 -1.28962 0.05157
C 1.26027 -0.43025 3.52713
N 0.57282 -0.64520 1.14797
H 0.20889 3.14547 -2.23786
H -0.85504 -0.17059 -3.47843
H 1.57472 -1.34507 4.00149
H -2.20181 -0.31657 -0.01002
O -2.17689 -0.38984 -1.00656
O 0.07427 2.82664 -1.33761
C 0.18900 -0.73409 2.51022
H 1.25147 -2.60786 0.85917
H 2.27586 0.03401 3.18198
H 0.73324 2.10356 -1.34070
O -0.81181 0.40147 -4.29860
H -0.10377 -1.87239 2.65895
H 0.69544 -0.03386 4.36544
*
```

Computed properties:
Energy above the lowest of the compared OMol25 structures with the same formula, charge and spin: 44.1 kcal per mole
LUMO level (alpha / beta): 3.25 / 3.19 eV
Orbital gap (alpha / beta): 2.822 / 5.616 eV

***

Record 3
Computed, not measured: 2 unconnected molecules or ions with the total composition C4H11N3 in a non-equilibrium geometry, with ωB97M-V with the def2-TZVPD basis set.

Geometry as ORCA input:
```
! wB97M-V def2-TZVPD RIJCOSX def2/J DEFGRID3
* xyz 2 3
H 0.44804 -1.52487 -2.59672
H -0.82038 1.43258 0.96122
C 0.80721 1.76108 1.79425
N -1.64047 -1.75738 -0.05048
H -0.42775 -0.06870 1.72160
H -2.07330 -1.12482 0.56817
N -0.43163 -1.72197 -2.14610
H 0.98583 2.51363 1.04627
H 0.21071 2.18986 2.50223
H -1.13610 -2.14010 -2.79941
N 0.39969 0.31517 -0.14502
H 1.74276 1.49583 2.19870
H 2.03376 1.47100 -0.60683
H -2.14226 -2.74781 -0.03523
C -0.81840 -1.41298 -0.96882
C 1.42492 0.55675 -0.81895
C -0.01233 0.72347 1.12935
H 1.44971 0.03928 -1.75424
*
```

Computed properties:
Energy above the lowest of the compared OMol25 structures with the same formula, charge and spin: 51.9 kcal per mole
LUMO level (alpha / beta): -8.87 / -13.25 eV
Orbital gap (alpha / beta): 8.839 / 7.099 eV

***

Record 4
Computed, not measured: 5 unconnected molecules or ions with the total composition C27H35F32O5P, with ωB97M-V with the def2-TZVPD basis set.

Geometry as ORCA input:
```
! wB97M-V def2-TZVPD RIJCOSX def2/J DEFGRID3
* xyz 0 1
H 1.18953 -7.71276 0.77852
F 3.42450 -6.09951 -1.15441
H 1.90017 -7.07654 2.25445
H -7.63230 -1.63748 3.31230
H -3.21497 -2.69465 4.01356
F 5.63850 -1.70878 -4.11736
H -8.55016 -0.84507 2.00978
F 2.32315 1.67504 -4.62994
O -4.93051 4.83573 0.83870
F 11.12385 3.58948 -1.56868
F -8.10458 5.56565 -0.26415
H 7.48120 2.11769 0.51267
H -6.47166 1.67198 3.55556
H -3.34624 -2.44535 0.97630
H 4.77583 1.57048 -5.96191
C 4.65734 1.36866 -4.89853
C 3.53772 -1.50214 -3.16070
F -1.08310 -5.85484 -0.20709
F -7.67224 4.46861 3.02756
F -3.68650 4.37442 -0.91259
H -3.50886 -4.12527 3.03803
C -8.42687 5.02259 0.92599
C -3.63880 -3.04105 3.05934
C -5.13005 -2.66977 3.08374
H 4.51564 3.43045 -2.89712
H 5.58948 1.64816 -4.41317
H -5.21296 -3.32595 1.01982
F 5.36304 -0.02111 -2.78235
F -5.84290 4.36554 -1.16559
C 1.36143 -6.79976 1.34939
C 8.18102 1.88157 -2.82067
F -0.22402 -6.82968 3.03866
C -1.21263 -6.43960 0.99981
C -4.72058 6.44773 -0.92009
C 2.20341 -5.75854 -0.67842
C 1.97663 -4.29193 -1.07109
O 9.43529 2.47616 0.38336
C -6.76892 0.63181 3.69310
F -4.61154 6.52359 -2.26487
H -3.78971 -0.14894 1.61095
F -9.39851 5.77643 1.48662
O 4.41671 -0.02630 -4.82792
H -6.52028 -1.49684 0.50613
C -2.84786 -2.35875 1.94940
F -6.82660 6.27902 2.11719
H -6.40546 -4.06031 2.04533
F 8.16518 3.86568 -1.54981
H -1.40290 -7.50781 0.86842
F 0.77984 -3.87014 -0.61898
H -6.32314 3.28372 0.87458
H -6.06806 0.17735 4.40394
H -8.80663 4.00869 0.77579
C 3.51243 2.28376 -4.44962
H -5.59996 3.78847 2.38788
H -1.42145 -0.50598 1.40807
F 10.65499 0.94233 -0.72383
C 10.68310 1.99166 0.11498
F -2.26623 -5.87606 1.63030
P -2.57077 -0.49976 2.24773
H -2.51453 -0.73856 3.66371
C -7.21201 5.01422 1.85953
H -7.77292 0.62216 4.12947
F 3.94292 -2.22217 -2.08413
F 11.22037 1.56074 1.27971
C 0.03982 -6.20466 1.85111
C 8.27845 1.91737 -0.20190
F 1.96884 -4.20846 -2.42354
C -7.55082 -1.16005 2.33016
H -3.84215 6.89669 -0.45363
F 3.53388 1.87127 -2.11875
O -6.73191 0.00371 2.43424
C -5.90936 -3.11058 1.83170
O 2.22706 -5.90764 0.67798
C 7.80360 2.56984 -1.50542
F -5.82697 7.11720 -0.54406
H 8.35450 0.83509 -0.31115
C -6.95447 -2.10626 1.30201
H -2.32886 0.92110 2.52619
F 9.51044 1.89399 -3.01060
F 2.53518 3.67996 -2.83864
F 6.43445 2.51810 -1.47239
F 3.56040 3.36967 -5.27725
C -6.00972 4.15701 1.44842
H 7.81301 0.85272 -2.84193
H 3.11493 -2.17498 -3.90788
H -5.57449 -3.16631 3.94931
F 7.60085 2.57361 -3.83878
H 2.76541 -3.66302 -0.66061
F 1.30809 -6.56856 -1.26840
C 3.59275 2.86217 -3.03311
C 11.60805 3.09873 -0.41136
F 2.60266 -0.62782 -2.75189
C 4.75103 -0.75771 -3.73308
H 11.68911 3.90123 0.32363
H -5.19901 -1.59054 3.22780
C -4.83525 4.97096 -0.51514
F 12.82790 2.56997 -0.64718
H -7.77897 -2.66484 0.85128
F 0.18062 -4.88777 2.09724
H -1.87491 -2.84934 1.82826
*
```

Computed properties:
LUMO level: 0.45 eV
Orbital gap: 8.392 eV

***

Record 5
Computed, not measured: a gas-phase ion, C11H17N2O2 (charge +1) in a non-equilibrium geometry, with ωB97M-V with the def2-TZVPD basis set.

Geometry as ORCA input:
```
! wB97M-V def2-TZVPD RIJCOSX def2/J DEFGRID3
* xyz 1 1
H 2.94363 0.96116 -0.26449
H 3.86314 -2.73585 -0.39262
H -1.01827 -1.71459 -1.76260
C -1.90776 -0.15798 1.16186
C 0.45801 -0.26240 0.37731
H -0.37980 1.47621 -1.62723
H 0.69391 -0.56847 1.35610
O 2.70720 -1.41872 1.24440
C -1.00770 -0.60129 0.18879
O 1.11655 -1.10882 -0.48830
H -1.47666 0.23470 2.09754
H -3.76923 -0.28889 2.05320
N 0.81735 1.16423 0.02625
C -1.63624 -1.23361 -0.89118
C -2.98253 -1.50719 -0.95466
H -1.13249 2.24062 0.40999
H 2.56916 -2.76453 -1.71166
H 0.42486 3.24407 0.55311
H -4.94253 -1.40240 0.03554
H -0.01387 2.00423 1.96577
H 2.51228 1.20273 1.48841
C -3.24505 -0.47215 1.09632
C 2.32336 -1.66422 0.13394
H 0.97436 2.48366 -1.62892
H 2.24870 2.60136 0.36385
C 0.71641 1.47121 -1.37606
H 1.23507 0.67906 -2.01359
H -3.33473 -2.03278 -1.85931
C 2.24285 1.52687 0.41544
C -0.04242 2.14789 0.77584
C -3.89746 -1.07733 0.01337
N 2.93991 -2.42679 -0.78639
*
```

Computed properties:
Energy above the lowest of the compared OMol25 structures with the same formula, charge and spin: 0.0 kcal per mole
LUMO level: -2.45 eV
Orbital gap: 10.205 eV